{
  "formula": "C26H39CaCl5F5LiMgN2O16S2",
  "method": "ωB97M-V with the def2-TZVPD basis set",
  "elements": ["Ca", "Cl", "Cl", "Cl", "Cl", "Cl", "S", "S", "Mg", "F", "F", "F", "F", "F", "O", "O", "O", "O", "O", "O", "O", "O", "O", "O", "O", "O", "O", "O", "O", "O", "N", "N", "C", "C", "C", "C", "C", "C", "C", "C", "C", "C", "C", "C", "C", "C", "C", "C", "C", "C", "C", "C", "C", "C", "C", "C", "C", "C", "Li", "H", "H", "H", "H", "H", "H", "H", "H", "H", "H", "H", "H", "H", "H", "H", "H", "H", "H", "H", "H", "H", "H", "H", "H", "H", "H", "H", "H", "H", "H", "H", "H", "H", "H", "H", "H", "H", "H", "H"],
  "coordinates": [[-0.13927, -0.85316, -3.07529], [3.80548, -10.33229, 2.20523], [5.06275, -12.82487, 0.24475], [-3.97234, 12.18374, 0.77916], [-1.54490, 10.67595, 1.37163], [-1.66008, 13.53929, 1.91719], [-6.28053, -6.57829, 0.23421], [-3.88521, -7.60642, 0.14856], [-4.18100, 10.49801, 2.56405], [1.04395, 0.34006, -2.25505], [-6.70890, -7.90567, -0.53043], [1.83105, 0.78577, -0.15496], [-0.35159, 1.19547, -0.48746], [-2.49443, -7.09891, -0.46816], [1.33075, 2.57418, -1.40563], [-5.87445, -6.82186, -2.65374], [-3.50926, -7.79856, 1.53057], [-0.06571, -8.70467, 1.44001], [1.82203, -6.79673, 3.03916], [0.84406, -9.95389, 2.99768], [3.92732, 8.66645, 1.79818], [-4.09805, -8.80645, -0.62633], [3.50064, -5.46905, 1.22914], [-0.10653, -3.33274, -0.82273], [-7.19303, -5.61299, -0.34240], [1.22830, -10.15988, 0.84496], [-1.72030, -4.40322, 1.19267], [-6.55069, -6.91010, 1.61372], [1.63533, 6.03312, -1.97010], [-0.10882, 4.95727, -0.80105], [-5.98183, -5.14727, -4.20578], [-4.78315, -6.35974, -0.19289], [-2.43423, 3.49925, -0.37145], [1.07102, 5.70503, -0.91395], [-5.81407, -4.74404, -5.58444], [1.34672, -5.99593, 2.21795], [0.92448, 1.26994, -1.12156], [-6.40912, -4.16186, -3.22955], [0.67846, -9.62561, 1.83032], [4.57717, 7.68855, 2.61623], [-0.53638, -4.66516, 1.10584], [1.70167, -4.44588, 0.19919], [-1.93181, 3.66801, -1.89338], [0.58674, 3.17134, -2.50264], [0.67846, 6.84356, 1.42716], [-2.58099, 12.03161, 1.87075], [0.03429, -5.61367, 2.07577], [0.39035, -4.07778, 0.05265], [5.11666, -11.07417, -0.08058], [5.20376, 8.37184, 3.82073], [2.15079, 4.73334, 1.21016], [2.28940, -5.32330, 1.22788], [3.42322, 4.09146, 0.47461], [1.76677, 6.12321, 0.47553], [5.26375, -10.25969, 1.18832], [-5.75093, -6.42813, -3.78994], [5.62146, 6.95379, 1.79135], [-0.46707, 4.29763, -2.03933], [0.73960, 9.26432, 0.48008], [1.30184, 3.96649, 1.09834], [5.94314, 9.11510, 3.50656], [-0.70907, -6.03475, 2.74498], [2.30164, 4.87797, 2.33456], [2.43386, -4.06478, -0.50461], [-6.76731, -4.36649, -5.96528], [-5.06098, -3.95208, -5.63657], [-5.49139, -5.58485, -6.20027], [6.37496, 7.64873, 1.40770], [4.59738, 9.29373, 1.49654], [4.35387, 4.45477, 1.03902], [5.69413, 7.64723, 4.47434], [-1.99924, 2.69795, -2.47805], [1.36192, 3.71912, -3.14829], [-3.13168, 2.58691, -0.37424], [-5.65087, -4.07975, -2.44707], [-1.59620, 3.24354, 0.34791], [6.11118, -10.59859, 1.78617], [-7.34531, -4.49064, -2.77329], [-2.98025, 4.42335, 0.00032], [4.44427, 8.90546, 4.39799], [3.49801, 4.41146, -0.62252], [0.72496, 7.98251, 1.38608], [5.42188, -9.20905, 0.93738], [0.03821, 2.43580, -3.17149], [-0.51886, 5.04124, -2.91375], [-2.68237, 4.38513, -2.38368], [3.36813, 2.94787, 0.50733], [0.86440, 6.55533, 2.52109], [-6.55317, -3.19027, -3.70552], [5.15981, 6.47709, 0.92301], [3.81028, 6.98420, 2.95130], [4.21311, -10.80339, -0.62823], [5.97519, -10.90055, -0.73255], [-2.95727, 11.82183, 2.88680], [-5.43077, -7.09878, -4.60555], [6.12464, 6.18690, 2.38454], [2.68118, 6.77833, 0.27453], [-0.38495, 6.51564, 1.18791]],
  "mulliken_charge": [0.501, -0.142, -0.192, -0.027, -0.080, -0.108, 1.130, 1.081, 0.028, -0.135, -0.252, -0.244, -0.168, -0.281, -0.133, -0.468, -0.613, -0.233, -0.632, -0.381, -0.511, -0.631, -0.622, -0.656, -0.629, -0.301, -0.589, -0.635, -0.600, -0.189, 0.153, -0.123, -0.944, 0.104, -0.933, 0.465, 0.737, -0.885, 0.864, 0.732, 0.479, -0.491, -0.631, -0.813, -1.376, -0.044, -0.183, 0.340, -0.406, -1.475, -0.495, 0.454, -0.999, 0.881, -0.450, 0.030, -1.283, 0.214, 1.005, 0.106, 0.376, 0.446, 0.474, 0.411, 0.327, 0.308, 0.292, 0.396, 0.352, 0.262, 0.375, 0.277, 0.420, 0.332, 0.263, 0.203, 0.340, 0.285, 0.283, 0.355, 0.211, -0.028, 0.258, 0.223, 0.337, 0.369, 0.284, 0.296, 0.362, 0.294, 0.075, 0.299, 0.306, 0.253, 0.238, 0.362, 0.298, 0.464],
  "total_energy_ev": -185272.4988,
  "homo_lumo_gap_ev": 1.83,
  "total_charge": 0,
  "max_force_ev_per_a": 6.89,
  "homo_energy_ev": -5.49,
  "spin_multiplicity": 1
}



{
  "formula": "C12H10Cl2N2O2S",
  "method": "ωB97M-V with the def2-TZVPD basis set",
  "elements": ["Cl", "Cl", "S", "O", "O", "N", "N", "C", "C", "C", "C", "C", "C", "C", "C", "C", "C", "C", "C", "H", "H", "H", "H", "H", "H", "H", "H", "H", "H"],
  "coordinates": [[-3.91443, -1.49324, 1.05115], [-3.80262, 3.37943, -0.98691], [2.29717, 0.57139, 2.12779], [0.21463, -1.68843, -0.31565], [2.07957, -0.20535, -1.88985], [4.60849, 0.70161, -1.49289], [3.72441, 0.19456, -0.40846], [-3.83599, 0.84909, -0.05637], [0.81052, -0.78730, 0.93089], [-1.22679, -1.95157, -0.09670], [1.93808, -0.17839, 0.68939], [0.97709, -0.13029, 2.91856], [-1.16508, 0.46896, -1.10323], [-3.00644, 1.98132, -0.80889], [0.17361, -0.92508, 2.10108], [-1.87119, -0.65623, -0.51739], [-3.09031, -0.24464, 0.26877], [2.54497, -0.08476, -0.60704], [-1.82630, 1.77578, -1.46818], [0.79420, 0.07592, 4.14036], [-4.56618, 1.18431, 0.56126], [4.22478, 0.38777, 0.53169], [3.83604, 0.84195, -2.32811], [-0.66871, -1.43936, 2.50648], [-1.25664, 2.41221, -1.83745], [-1.67063, -2.41292, 0.72016], [-0.31486, -0.13874, -1.69714], [5.33058, -0.05623, -1.78162], [-1.33800, -2.43177, -1.15173]],
  "nbo_charge": [0.012, 0.075, 0.524, -0.529, -0.694, -0.682, -0.390, -0.230, 0.353, -0.148, -0.449, -0.388, -0.194, -0.068, -0.337, -0.064, -0.057, 0.611, -0.228, 0.265, 0.216, 0.409, 0.417, 0.263, 0.200, 0.210, 0.294, 0.368, 0.240],
  "total_energy_ev": -55552.6957,
  "homo_lumo_gap_ev": 8.63,
  "total_charge": 0,
  "max_force_ev_per_a": 11.51,
  "e_above_lowest_ev": 8.644,
  "homo_energy_ev": -8.44,
  "spin_multiplicity": 1
}



{
  "formula": "C5H10NO2",
  "method": "ωB97M-V with the def2-TZVPD basis set",
  "elements": ["O", "O", "N", "C", "C", "C", "C", "C", "H", "H", "H", "H", "H", "H", "H", "H", "H", "H"],
  "coordinates": [[-0.42291, 1.19459, 0.22260], [1.59573, 0.66398, -0.58908], [0.23882, -1.70952, 2.18843], [-1.12963, -1.40403, 2.52607], [0.00851, -1.08737, -0.20326], [0.37561, 2.10722, -2.76166], [0.50673, 0.41063, -0.06632], [0.68044, -0.94008, 1.20995], [1.75693, -0.83164, 1.29775], [0.34266, 2.77650, -1.90267], [-1.78860, -1.09814, 1.69893], [-1.05344, -1.23639, -0.13706], [-1.32332, -0.54367, 3.18789], [-0.35680, 1.32947, -2.56360], [0.19176, 2.71682, -3.64838], [0.61474, -1.76990, -0.77474], [1.35960, 1.65016, -2.76792], [-1.59682, -2.22863, 3.08308]],
  "nbo_charge": [-0.751, -0.760, -0.475, -0.453, -0.578, -0.860, 0.717, 0.150, 0.200, 0.233, 0.174, 0.207, 0.191, 0.220, 0.170, 0.214, 0.232, 0.167],
  "total_energy_ev": -10929.9017,
  "homo_lumo_gap_ev": 7.49,
  "total_charge": -1,
  "max_force_ev_per_a": 7.70,
  "e_above_lowest_ev": 4.363,
  "homo_energy_ev": -3.58,
  "spin_multiplicity": 1
}



{
  "formula": "C21H57AlBN2O6",
  "method": "ωB97M-V with the def2-TZVPD basis set",
  "elements": ["Al", "O", "O", "O", "O", "O", "O", "N", "N", "C", "C", "C", "C", "C", "C", "C", "C", "C", "C", "C", "C", "C", "C", "C", "C", "C", "C", "C", "C", "C", "B", "H", "H", "H", "H", "H", "H", "H", "H", "H", "H", "H", "H", "H", "H", "H", "H", "H", "H", "H", "H", "H", "H", "H", "H", "H", "H", "H", "H", "H", "H", "H", "H", "H", "H", "H", "H", "H", "H", "H", "H", "H", "H", "H", "H", "H", "H", "H", "H", "H", "H", "H", "H", "H", "H", "H", "H", "H"],
  "coordinates": [[0.43130, 0.69058, -1.66171], [-1.28128, 2.13140, 3.69141], [0.95919, 3.80866, 2.96212], [5.59790, -3.71891, -0.38449], [-3.53049, 0.36597, -2.30765], [-1.69158, 1.31512, 0.48463], [-0.30408, -7.17453, -0.80358], [0.60404, 0.88287, 1.53378], [-0.65356, 1.58900, -3.01614], [0.21528, -4.71029, -0.66595], [1.99381, 1.45393, 1.35806], [-1.15940, -8.23941, -0.22458], [6.63595, -2.82576, -0.00914], [1.54431, 5.87485, 4.04307], [-0.11494, -6.10272, 0.19065], [2.40675, -3.41927, -1.74123], [2.03969, 4.54316, 3.51819], [0.62031, -1.34136, -2.12247], [1.83451, -4.77640, -1.00796], [0.60994, -0.51796, 2.10492], [-1.74637, 3.24070, 4.44594], [1.77159, -2.01457, -1.15693], [-4.59524, -0.56352, -2.17155], [-3.79733, 3.75126, -3.45976], [-1.48442, 2.70007, -2.41377], [-2.12965, 3.75219, -3.49248], [7.61780, -2.66431, -1.15117], [-4.42538, 4.09137, -1.98404], [-5.43895, -0.21070, -0.96408], [-2.36537, 4.27071, 3.52386], [-0.23729, 0.99154, 0.26514], [-5.60338, 4.20568, -2.07684], [2.36461, 6.45163, 4.47942], [-2.08636, -7.77268, 0.33655], [1.42815, -2.21539, -0.05394], [-4.17380, -1.56888, -2.07561], [-1.36049, 0.84482, -3.29820], [2.67939, -1.24375, -1.07492], [-1.00663, -5.97904, 0.94410], [-4.83392, -0.22368, -0.05163], [-0.61906, 2.46279, 3.06080], [-3.98208, 5.03979, -1.45930], [1.96995, -5.70354, -1.73236], [2.43100, -4.96120, -0.00896], [-0.43856, -4.74506, -1.65075], [-5.19839, -0.52788, -3.08366], [-0.90437, 3.66612, 5.00058], [-6.26721, -0.91526, -0.84770], [0.05530, -1.22485, 1.31998], [3.57356, -3.36453, -1.51640], [2.17943, -3.54406, -2.90428], [-1.82475, 4.84468, -3.12298], [-2.73323, 5.13059, 4.09065], [-0.87202, 3.31196, -1.61525], [0.96595, -1.38607, -3.26393], [0.86004, -6.34714, 0.81885], [7.13279, -3.21959, 0.88284], [-4.26859, 3.18550, -1.22256], [1.66916, -0.93028, 2.38329], [2.50708, 1.44100, 2.43496], [-3.19838, 3.83396, 2.96326], [-0.11834, -0.49518, 3.05053], [1.85283, 2.61259, 1.10988], [-1.98492, 0.80658, 1.29621], [-2.40715, 2.16808, -1.87666], [8.42212, -1.97495, -0.87951], [1.88471, 1.31868, -1.78897], [6.00993, -4.57316, -0.60013], [8.05732, -3.62944, -1.42348], [-1.61366, -8.83022, -1.15006], [1.08825, 6.46245, 3.23961], [2.47466, 3.95023, 4.32828], [2.80235, 4.68473, 2.74627], [2.64138, 0.93536, 0.53113], [-1.63450, 4.62021, 2.78734], [-0.54948, -8.97039, 0.48266], [7.11076, -2.28234, -2.04332], [-0.09800, -3.77196, -0.03722], [6.18279, -1.86296, 0.24512], [-2.99615, 0.32046, -1.49622], [-4.20411, 4.58070, -4.20165], [-1.72196, 3.65483, -4.58495], [-0.41940, -1.89549, -2.09192], [0.58530, 4.34001, 2.23831], [-4.17754, 2.70794, -3.83001], [-2.48586, 2.87799, 5.16609], [0.77264, 5.72495, 4.80528], [-5.84619, 0.80101, -1.06167]],
  "mulliken_charge": [0.477, -0.429, -0.305, -0.451, -0.326, -0.634, -0.277, 0.504, -0.391, 0.004, -0.757, -0.612, -0.243, -1.087, -0.462, -0.116, -0.432, -0.316, -0.707, -0.786, -0.089, -0.077, -0.311, -0.268, 0.920, -0.874, -1.041, -0.715, -0.940, -0.968, -0.097, 0.275, 0.377, 0.277, -0.282, 0.258, 0.299, 0.108, 0.363, 0.250, 0.169, 0.252, 0.267, 0.229, 0.210, 0.276, 0.109, 0.393, 0.163, -0.123, 0.342, 0.249, 0.366, -0.023, 0.215, 0.203, 0.256, 0.047, 0.321, 0.337, 0.281, 0.158, 0.078, 0.201, -0.544, 0.335, -0.518, 0.247, 0.327, 0.225, 0.345, 0.323, 0.298, 0.069, 0.193, 0.221, 0.271, 0.011, 0.279, 0.061, 0.333, 0.235, 0.078, 0.187, 0.138, 0.352, 0.227, 0.211],
  "total_energy_ev": -45234.9076,
  "homo_lumo_gap_ev": 6.33,
  "total_charge": -1,
  "max_force_ev_per_a": 3.08,
  "e_above_lowest_ev": 6.794,
  "homo_energy_ev": -3.79,
  "spin_multiplicity": 1
}



{
  "formula": "C6H10O",
  "method": "ωB97M-V with the def2-TZVPD basis set",
  "elements": ["O", "C", "C", "C", "C", "C", "C", "H", "H", "H", "H", "H", "H", "H", "H", "H", "H"],
  "coordinates": [[0.71505, -1.58066, 1.36439], [-0.78654, 0.78812, -0.42820], [0.49696, 1.08235, 0.38135], [-1.21548, -0.59216, -0.92505], [1.66781, -1.14824, 0.75422], [1.60794, 0.12072, -0.04605], [-1.91465, 0.06099, 0.22812], [-1.66299, -0.35289, 1.20239], [-2.92811, 0.42662, 0.11282], [0.81953, 2.10913, 0.17889], [-1.03979, 1.57011, -1.14166], [-0.61690, -1.47739, -0.71958], [2.60936, -1.73835, 0.71092], [-1.74314, -0.64110, -1.87933], [2.60193, 0.53408, -0.26751], [1.11150, -0.16070, -0.97476], [0.27752, 0.99937, 1.44905]],
  "nbo_charge": [-0.542, -0.239, -0.396, -0.435, 0.445, -0.547, -0.415, 0.228, 0.210, 0.219, 0.213, 0.221, 0.113, 0.214, 0.223, 0.268, 0.220],
  "total_energy_ev": -8430.0253,
  "homo_lumo_gap_ev": 10.93,
  "total_charge": 0,
  "max_force_ev_per_a": 1.40,
  "e_above_lowest_ev": 1.215,
  "smiles": "O=CCCC1CC1",
  "homo_energy_ev": -9.85,
  "spin_multiplicity": 1
}